Below is a structure of composition C16H26CaN2S4, with properties calculated with ωB97M-V/def2-TZVPD.

Last column: Löwdin charge in e.
Atoms and positions in Å:
Ca (-0.2812, -0.0299, 0.6315)  0.90
C (1.2832, -0.9299, 4.0100)  -0.04
C (1.7600, -0.4446, 2.6735)  -0.31
C (1.7957, 0.9221, 2.3861)  -0.06
C (2.2107, 1.3995, 1.1451)  -0.32
C (2.2463, 2.8783, 0.8696)  -0.04
C (2.5956, 0.4761, 0.1695)  -0.06
C (2.5906, -0.8950, 0.4301)  -0.30
C (3.0790, -1.8846, -0.5945)  -0.04
C (2.1548, -1.3383, 1.6782)  -0.05
H (2.0457, -0.7418, 4.7693)  0.09
H (1.0611, -1.9944, 3.9845)  0.08
H (0.3731, -0.4012, 4.2970)  0.06
H (1.4652, 1.6243, 3.1423)  0.13
H (3.1628, 3.3157, 1.2702)  0.09
H (1.4059, 3.3847, 1.3453)  0.09
H (2.2137, 3.0851, -0.1995)  0.06
H (2.9257, 0.8359, -0.8001)  0.12
H (4.0205, -2.3293, -0.2684)  0.09
H (3.2560, -1.4109, -1.5598)  0.07
H (2.3762, -2.7095, -0.7295)  0.08
H (2.1053, -2.4017, 1.8821)  0.13
C (-2.7794, -0.7302, -1.6590)  -0.19
C (-1.6925, -1.7978, -1.7858)  -0.20
N (-0.3286, -1.2746, -1.5975)  -0.15
C (0.2753, -0.5791, -2.7340)  -0.26
C (-0.2806, 0.8092, -3.0512)  -0.43
S (-0.4407, 1.9740, -1.6524)  0.88
C (-2.2329, 2.2966, -1.6313)  -0.44
C (-3.0404, 1.4874, -0.6146)  -0.28
N (-2.5730, 0.1161, -0.4882)  -0.18
H (-3.7490, -1.2392, -1.6355)  0.13
H (-2.7947, -0.0984, -2.5466)  0.09
H (-1.7971, -2.3016, -2.7560)  0.12
H (-1.8500, -2.5349, -0.9980)  0.09
H (0.2644, -2.0702, -1.3863)  0.10
H (0.1963, -1.1708, -3.6576)  0.12
H (1.3394, -0.4798, -2.5108)  0.09
H (-1.2541, 0.7486, -3.5310)  0.06
H (0.3919, 1.2723, -3.7736)  0.08
H (-2.5819, 2.1481, -2.6533)  0.07
H (-2.3457, 3.3590, -1.4187)  0.08
H (-4.0979, 1.5551, -0.9063)  0.13
H (-2.9462, 1.9352, 0.3753)  0.08
H (-2.9681, -0.3133, 0.3457)  0.07
S (-3.1767, -1.3443, 4.1794)  0.42
C (-2.1665, -0.8893, 2.9569)  -1.84
S (-1.7575, 0.8103, 2.7158)  0.31
S (-1.4597, -2.0992, 1.8820)  0.31

Output
Kohn-Sham gap   6.2 eV
Net charge   0
LUMO energy   0.0 eV
Molar mass   414.74 g/mol